{"formula": "C20H27F4N3OOsSi", "method": "wB97M-V/def2-TZVPD", "species": ["Os", "C", "N", "C", "C", "C", "N", "C", "C", "F", "C", "F", "C", "C", "F", "C", "F", "H", "H", "H", "H", "H", "H", "H", "H", "H", "H", "H", "C", "Si", "C", "C", "C", "C", "C", "C", "C", "H", "H", "H", "H", "H", "H", "H", "H", "H", "H", "H", "C", "C", "N", "O", "H", "H", "H", "H", "H"], "coordinates": [[-0.6175, -0.3528, -0.4530], [1.5304, 1.1849, -2.0156], [0.1843, 0.5735, -2.1776], [-0.7389, 1.5856, -2.7560], [0.2499, -0.5814, -3.1292], [1.0606, -1.7384, -2.5699], [0.8100, -1.8445, -1.1343], [1.4362, -2.7739, -0.3872], [1.3686, -2.6438, 1.0236], [0.7218, -1.5717, 1.5203], [1.9701, -3.5235, 1.8815], [1.8643, -3.3270, 3.1884], [2.6892, -4.6036, 1.3840], [2.7880, -4.7622, 0.0120], [3.4624, -5.7811, -0.4865], [2.1870, -3.8793, -0.8639], [2.3048, -4.0953, -2.1656], [1.9177, 1.4569, -3.0001], [2.2086, 0.4813, -1.5380], [1.4430, 2.0767, -1.4003], [-0.3824, 1.8823, -3.7446], [-0.7658, 2.4534, -2.1039], [-1.7376, 1.1597, -2.8537], [0.6695, -0.2424, -4.0791], [-0.7783, -0.8980, -3.3182], [2.1327, -1.5919, -2.7286], [0.7881, -2.6501, -3.1021], [3.1696, -5.3039, 2.0545], [-2.8517, 1.6387, 1.2105], [-0.9806, 1.5465, 1.1995], [-0.2481, 1.1426, 2.8677], [-0.1798, 3.0660, 0.4991], [-0.9028, 3.9872, -0.2694], [-0.2984, 5.1371, -0.7546], [1.0429, 5.3803, -0.4883], [1.7784, 4.4783, 0.2705], [1.1717, 3.3324, 0.7606], [-3.1670, 2.3409, 1.9881], [-3.3241, 0.6792, 1.4206], [-3.2528, 1.9988, 0.2625], [-0.8492, 1.6452, 3.6304], [0.7623, 1.5435, 2.9473], [-0.1959, 0.0862, 3.1189], [-1.9545, 3.8243, -0.4755], [-0.8757, 5.8497, -1.3285], [1.5131, 6.2796, -0.8629], [2.8191, 4.6766, 0.4894], [1.7608, 2.6428, 1.3542], [-2.2035, -1.9613, 2.8030], [-2.4863, -2.2730, 1.3721], [-3.3451, -3.2329, 1.0864], [-1.9247, -1.6638, 0.4241], [-2.9741, -2.3576, 3.4602], [-2.1324, -0.8855, 2.9346], [-1.2463, -2.4044, 3.0832], [-3.8392, -3.7243, 1.8137], [-3.5523, -3.4627, 0.1258]], "total_charge": 2, "lumo_energy_ev": [-5.9, -8.6], "e_homo_ev": [-14.232, -14.463], "spin_multiplicity": 5, "homo_lumo_gap_ha": [0.307, 0.216]}


{"formula": "C20H27FN4O4", "method": "wB97M-V/def2-TZVPD", "species": ["C", "C", "N", "C", "C", "C", "N", "C", "O", "C", "C", "C", "O", "N", "N", "C", "C", "O", "C", "C", "C", "C", "C", "C", "F", "C", "C", "O", "C", "H", "H", "H", "H", "H", "H", "H", "H", "H", "H", "H", "H", "H", "H", "H", "H", "H", "H", "H", "H", "H", "H", "H", "H", "H", "H", "H"], "coordinates": [[-1.0645, -1.2743, -3.0259], [0.0522, -0.2999, -2.6873], [0.0958, 0.0273, -1.2588], [-0.8349, 1.0956, -0.8938], [-1.0250, 1.3342, 0.6202], [-0.7979, 2.7876, 0.9934], [-2.3637, 0.9274, 1.0478], [-2.6568, -0.3632, 1.3267], [-1.8463, -1.2705, 1.2082], [-4.0541, -0.6032, 1.7725], [-5.1855, 0.1852, 1.6475], [-6.1943, -0.5931, 2.2248], [-7.4955, -0.2521, 2.3358], [-5.7398, -1.7473, 2.6750], [-4.4243, -1.7419, 2.3923], [-3.6230, -2.8972, 2.7548], [1.3287, 0.0340, -0.6419], [1.6466, 0.8607, 0.1889], [2.2670, -1.1484, -0.9485], [3.4646, -0.7517, -1.8197], [4.2062, 0.4742, -1.3525], [4.0334, 1.6915, -1.9997], [4.6827, 2.8378, -1.5642], [5.5096, 2.7421, -0.4657], [6.1475, 3.8507, -0.0312], [5.7118, 1.5506, 0.2016], [5.0550, 0.4176, -0.2508], [2.7817, -1.6586, 0.2551], [1.7828, -2.1994, 1.1010], [-1.1043, -1.4555, -4.1006], [-0.9050, -2.2258, -2.5179], [-2.0358, -0.8894, -2.7144], [1.0077, -0.7146, -2.9973], [-0.0717, 0.6336, -3.2500], [-0.4948, 2.0312, -1.3600], [-1.7997, 0.8491, -1.3349], [-0.3277, 0.7145, 1.1721], [0.2258, 3.0593, 0.7413], [-1.4746, 3.4512, 0.4474], [-0.9442, 2.9436, 2.0624], [-3.0445, 1.6340, 1.2698], [-5.2850, 1.1530, 1.1880], [-7.9518, -0.9848, 2.7676], [-3.3588, -3.4746, 1.8716], [-2.7078, -2.5824, 3.2475], [-4.2304, -3.4949, 3.4281], [1.6956, -1.9378, -1.4553], [4.1305, -1.6170, -1.8219], [3.1348, -0.6029, -2.8501], [3.3762, 1.7522, -2.8603], [4.5559, 3.7900, -2.0607], [6.3703, 1.5226, 1.0588], [5.1860, -0.5222, 0.2692], [2.2933, -2.6068, 1.9702], [1.0672, -1.4404, 1.4288], [1.2330, -3.0011, 0.5948]], "smiles": "CCN(C[C@@H](C)NC(=O)c1cc(O)nn1C)C(=O)[C@@H](Cc1ccc(F)cc1)OC", "lumo_energy_ev": 0.6, "e_homo_ev": -8.739, "homo_lumo_gap_ha": 0.344}


{"formula": "C20H27N2O", "method": "wB97M-V/def2-TZVPD", "species": ["C", "N", "C", "C", "H", "H", "H", "H", "H", "H", "H", "H", "O", "C", "C", "C", "C", "C", "C", "C", "C", "C", "C", "C", "C", "C", "C", "C", "C", "C", "N", "H", "H", "H", "H", "H", "H", "H", "H", "H", "H", "H", "H", "H", "H", "H", "H", "H", "H", "H"], "coordinates": [[1.5233, 2.9279, -2.7818], [0.4490, 3.0279, -1.7914], [0.4487, 4.2844, -1.0458], [-0.5920, 2.2373, -1.6772], [2.2565, 3.6961, -2.4962], [2.0202, 1.9477, -2.7686], [1.1687, 3.1509, -3.7987], [1.4643, 4.7069, -1.1244], [-0.2788, 4.9813, -1.4912], [0.1853, 4.0859, -0.0043], [-1.2989, 2.5058, -0.8853], [-0.7547, 1.4598, -2.4415], [0.5608, 0.7836, 0.8115], [0.0895, -0.5489, 0.6947], [1.1913, -1.2248, -0.1057], [2.4638, -0.6595, -0.0706], [3.4940, -1.2102, -0.8475], [3.2416, -2.3316, -1.6538], [1.9592, -2.8890, -1.6773], [0.9459, -2.3653, -0.8701], [-0.0279, -1.1570, 2.1287], [-0.3620, -0.3301, 3.1946], [-0.4630, -0.8289, 4.5059], [-0.1841, -2.1874, 4.7657], [0.1983, -3.0231, 3.6993], [0.2772, -2.5017, 2.3921], [-1.3394, -0.5422, 0.0742], [-1.5936, -0.6967, -1.4500], [-2.9575, -0.0019, -1.6640], [-3.3256, 0.6532, -0.3224], [-2.0049, 0.7538, 0.3524], [-0.2154, 1.3886, 0.8782], [2.6715, 0.2154, 0.5470], [4.4835, -0.7580, -0.8072], [4.0453, -2.7605, -2.2563], [1.7366, -3.7440, -2.3180], [-0.0341, -2.8353, -0.8131], [-0.4980, 0.7380, 3.0293], [-0.7303, -0.1513, 5.3216], [-0.2747, -2.5896, 5.7862], [0.4574, -4.0722, 3.8946], [0.6082, -3.1550, 1.5891], [-1.9110, -1.3846, 0.5477], [-0.7987, -0.2714, -2.0815], [-1.6667, -1.7590, -1.7483], [-2.9816, 0.7146, -2.4949], [-3.7300, -0.7494, -1.8855], [-3.8110, 1.6299, -0.4106], [-4.0031, -0.0433, 0.1953], [-2.1031, 0.8834, 1.3750]], "total_charge": 1, "lumo_energy_ev": -4.4, "e_homo_ev": -11.342, "homo_lumo_gap_ha": 0.255}


{"formula": "C20H27N3O3S", "method": "wB97M-V/def2-TZVPD", "species": ["C", "H", "H", "H", "C", "N", "C", "H", "C", "N", "C", "O", "C", "H", "H", "S", "O", "C", "C", "C", "O", "C", "N", "C", "C", "C", "C", "C", "C", "H", "H", "H", "C", "H", "H", "H", "H", "C", "H", "H", "H", "H", "H", "C", "C", "H", "H", "H", "H", "H", "H", "H", "H", "H"], "coordinates": [[-5.1188, -3.1478, -0.5800], [-4.3352, -3.3468, -1.4935], [-4.5865, -3.4797, 0.2149], [-6.0541, -3.6814, -0.9073], [-5.3925, -1.8339, -0.6200], [-4.3084, -1.0690, 0.1326], [-3.2720, -0.9544, -0.7184], [-2.9649, -1.7802, -1.4351], [-1.9899, -0.2498, -0.2835], [-2.2101, 0.9407, 0.4266], [-1.7854, 2.3891, 0.1572], [-2.2112, 3.3170, 0.5727], [-0.5766, 2.0629, -0.9712], [0.1975, 1.5911, -0.6374], [-0.9606, 2.1654, -2.0153], [0.0555, 3.9089, -0.5164], [1.2364, 3.8635, -1.5855], [0.9633, 3.4862, 1.0506], [2.1230, 2.6193, 0.6565], [3.2778, 2.7151, 0.3961], [3.7835, 1.4269, 0.0120], [2.7231, 0.6645, 0.5771], [1.7399, 1.2871, 0.8469], [2.9622, -0.8100, 0.4932], [4.2324, -1.2245, -0.3637], [4.4865, -2.7427, -0.2405], [3.3531, -3.7857, 0.1060], [2.1758, -2.9149, 0.5157], [1.8932, -1.7466, 0.7676], [1.0806, -1.3177, 1.0710], [1.3379, -3.6295, 0.7565], [3.4340, -4.6966, -0.1011], [5.7328, -3.3098, -0.6755], [6.1618, -4.0173, 0.0965], [6.3450, -2.6388, -1.0379], [5.5754, -3.8528, -1.4704], [5.0690, -0.7193, -0.5527], [4.1183, 3.8910, 0.2457], [3.6246, 4.4816, -0.8024], [4.0819, 4.6380, 0.9537], [5.1949, 3.4926, -0.1758], [0.0930, 3.2860, 1.9009], [1.3499, 4.4335, 1.3260], [-3.4013, 0.7377, 1.3933], [-4.6838, 0.3741, 0.5821], [-5.2299, 0.1205, 1.3657], [-4.8300, 0.9202, -0.0757], [-3.4273, 1.7266, 1.8016], [-3.0356, 0.2987, 2.0768], [-1.2568, -0.1005, -0.8559], [-1.6050, -0.9314, 0.5447], [-3.4497, -0.1017, -1.7578], [-5.5533, -1.1386, -1.5190], [-6.1634, -1.6166, 0.3517]], "lumo_energy_ev": -0.1, "e_homo_ev": -8.214, "homo_lumo_gap_ha": 0.297}


{"formula": "C20H27N3O5", "method": "wB97M-V/def2-TZVPD", "species": ["C", "C", "H", "H", "O", "C", "O", "N", "C", "H", "C", "N", "C", "O", "C", "O", "C", "C", "C", "C", "C", "C", "C", "C", "N", "C", "O", "C", "C", "H", "H", "H", "H", "H", "H", "H", "H", "H", "H", "H", "H", "H", "H", "C", "H", "C", "H", "H", "H", "H", "H", "H", "H", "H", "H"], "coordinates": [[2.9459, -2.2697, 1.5815], [2.6666, -1.8799, 0.0860], [3.5968, -2.2046, -0.5774], [2.5509, -0.7010, 0.0198], [1.3992, -2.3387, -0.6134], [0.6598, -1.4960, -1.0740], [0.8043, -0.2529, -1.1742], [-0.3504, -2.2849, -1.6968], [-1.4757, -1.5055, -2.1396], [-1.7165, -1.6958, -3.1194], [-2.5687, -2.0209, -1.2554], [-2.2694, -2.5236, -0.1145], [-2.7480, -1.9750, 1.1148], [-2.2309, -2.6975, 2.2801], [-3.1213, -0.5899, 1.1665], [-2.2867, 0.4195, 0.7071], [-1.2102, 0.6728, 1.1626], [-0.5451, 0.1060, 2.3246], [0.7908, 0.2477, 2.6397], [1.5567, 1.3391, 2.1026], [0.9729, 1.9477, 0.7567], [-0.1678, 1.6621, 0.5504], [-0.7233, 2.2181, -0.7671], [-0.2158, 3.7399, -0.6797], [1.2856, 3.5785, -1.0065], [1.7906, 2.7758, 0.0792], [2.8544, 2.9644, 0.1998], [2.0120, 4.5085, -1.6112], [2.0033, 4.2482, -2.9348], [2.4171, 3.1655, -2.9903], [1.1014, 4.0087, -3.5441], [2.5813, 4.8699, -3.7386], [2.9092, 4.6487, -1.1268], [1.2985, 5.6763, -1.5618], [-0.7582, 4.3073, 0.0054], [-0.4345, 4.0667, -1.7193], [-0.4695, 1.6699, -1.8627], [-1.8879, 2.2752, -0.5777], [2.5412, 1.5900, 2.3113], [1.3156, -0.0100, 3.6609], [-1.1603, -0.7231, 2.9729], [-3.9577, -0.4070, 1.0598], [-3.1825, -0.2104, 2.3701], [-1.7457, -3.6815, -0.1027], [-1.0334, -3.8928, 0.7458], [-0.7707, -3.7760, -1.2790], [-1.1884, -4.1315, -2.1446], [0.1040, -4.2125, -0.9886], [-2.2607, -4.7150, -0.3890], [-3.3225, -1.0483, -1.0957], [-3.2744, -2.8104, -1.8774], [-1.2843, -0.5223, -1.9008], [3.0723, -3.5183, 1.4324], [3.7442, -1.7592, 2.0109], [1.9939, -2.0454, 2.2338]], "lumo_energy_ev": -0.6, "e_homo_ev": -7.820, "homo_lumo_gap_ha": 0.266}


| no. | largest force on an atom (eV Å⁻¹) |
| --- | --- |
| 1 | 0.21 |
| 2 | 0.46 |
| 3 | 2.85 |
| 4 | 18.07 |
| 5 | 17.75 |